Formula: C9H11F2NO
Source: the OMol25 dataset
Level of theory: the ωB97M-V functional and the def2-TZVPD basis

XYZ file:
```
24
C9H11F2NO the ωB97M-V functional and the def2-TZVPD basis
C 4.0203 -1.4449 -1.0696
C 2.2135 -0.4797 -0.1035
C 1.3866 -0.3314 -1.2257
C 0.0796 0.1284 -1.1210
C -0.5461 0.4279 0.0959
C -1.8995 1.0917 0.1830
C -3.0137 0.1820 0.6973
C 0.3220 0.3759 1.1895
C 1.6259 -0.0006 1.1316
H 4.2790 -0.5781 -1.7004
H 5.0324 -1.8424 -0.8167
H 3.4579 -2.1906 -1.5356
H 1.7245 -0.6066 -2.1997
H -1.8796 1.9951 0.8051
H -2.2264 1.3758 -0.8381
H -3.0775 -0.7712 0.0287
H -2.7266 -0.2548 1.6292
H -4.2512 1.7493 1.2138
H -4.9447 0.2873 0.8005
H 2.2040 -0.1405 2.0988
N -4.2472 0.9338 0.5460
O 3.4003 -0.9589 0.1003
F -0.7158 0.3538 -2.3040
F -0.2177 0.6989 2.3945
```

Properties
E_LUMO: 0.76 eV
HOMO energy: -8.6 eV
energy relative to the best compared isomer or geometry (same formula, charge and spin): 1.636 eV
HOMO-LUMO gap: 0.344 Eh
SMILES: COc1cc(F)c(CCN)c(F)c1
total energy: -18482.6061 eV